No. 1
{"formula": "C9H7CuNO5S", "method": "ωB97M-V/def2-TZVPD", "e_homo_ev": -14.166, "gap_ev": 8.96, "total_charge": 1, "fmax_ev_per_a": 1.086, "elements": ["C", "C", "O", "O", "C", "C", "C", "C", "N", "C", "S", "C", "O", "O", "C", "O", "H", "H", "H", "H", "H", "H", "H", "Cu"], "positions_angstrom": [[3.07226, -0.34619, 0.30644], [2.09089, -0.47789, -0.81544], [2.22173, -1.34887, -1.67015], [0.98766, 0.30065, -0.90928], [0.83163, 1.35369, 0.07736], [-0.64236, 1.76243, 0.02886], [-1.43648, 0.58929, 0.48091], [-2.18784, -0.29794, -0.16526], [-2.46907, -0.35445, -1.53116], [-1.74029, -0.93534, -2.30686], [-0.75138, -1.55090, -3.35595], [-2.68332, -1.32007, 0.82800], [-3.59034, -2.06893, 0.77495], [-1.85331, -1.16515, 1.94058], [-1.47973, 0.18391, 1.91865], [-1.32722, 0.84539, 2.88253], [3.35563, 0.68881, 0.48172], [2.59763, -0.69054, 1.22801], [3.92329, -0.97466, 0.08369], [1.49097, 2.18870, -0.14351], [1.03330, 0.99779, 1.08623], [-0.92417, 2.07531, -0.97193], [-0.78262, 2.55552, 0.76288], [0.26313, -2.01056, -1.01126]], "lowdin_charge": [0.05, -0.50, 0.08, -0.02, -0.12, -0.05, -0.07, -0.12, 0.18, -0.66, 0.95, -0.37, 0.24, 0.14, -0.38, 0.23, 0.11, 0.11, 0.11, 0.15, 0.13, 0.14, 0.15, 0.50]}


No. 2
{"formula": "C27H27N7OPdS3", "method": "ωB97M-V/def2-TZVPD", "e_homo_ev": [-12.377, -12.379], "gap_ev": [5.77, 2.45], "total_charge": 2, "multiplicity": 3, "fmax_ev_per_a": 4.324, "elements": ["Pd", "C", "C", "N", "C", "C", "S", "C", "C", "S", "C", "N", "C", "H", "H", "H", "H", "H", "H", "H", "H", "N", "C", "S", "C", "C", "C", "N", "C", "C", "H", "H", "H", "H", "H", "H", "C", "C", "C", "C", "C", "N", "C", "O", "N", "C", "C", "C", "C", "N", "C", "C", "C", "H", "H", "H", "H", "H", "H", "H", "H", "H", "H", "H", "H", "H"], "positions_angstrom": [[0.43238, -2.29173, -2.29634], [2.66671, -2.74752, -4.42545], [3.16929, -2.72911, -3.03834], [2.43315, -2.38022, -1.97507], [2.91497, -2.94084, -0.81466], [4.24623, -3.33180, -0.96081], [4.73755, -3.39789, -2.58052], [2.31796, -2.83093, 0.50513], [3.07740, -2.71592, 1.66118], [2.17164, -2.35285, 3.08633], [0.70800, -2.46177, 2.09926], [0.93213, -2.76570, 0.84978], [-0.69413, -2.34833, 2.61005], [1.83174, -3.48266, -4.48308], [3.61434, -2.99078, -5.01527], [2.29112, -1.78481, -4.75141], [4.81454, -3.58945, -0.10683], [4.13692, -2.63968, 1.77428], [-1.36900, -2.19278, 1.75265], [-0.82274, -1.61061, 3.41644], [-1.03059, -3.30871, 3.05708], [-6.34768, -3.05603, -1.42680], [-5.75859, -2.39402, -2.38164], [-6.64224, -1.56802, -3.56419], [-4.34274, -2.35546, -2.34427], [-3.56502, -1.85059, -3.44990], [-2.17545, -1.82729, -3.37582], [-1.57428, -2.17795, -2.20460], [-2.27579, -2.69711, -1.19287], [-3.66381, -2.73049, -1.20187], [-7.36483, -3.18466, -1.56434], [-5.90617, -3.92740, -1.05609], [-4.15096, -1.38977, -4.30284], [-1.60027, -1.47856, -4.23607], [-1.72151, -2.97924, -0.24581], [-4.14675, -3.11313, -0.32317], [2.32258, 6.24826, 4.64407], [1.35135, 5.18548, 4.14338], [0.05631, 5.63371, 3.64463], [-0.89786, 4.74079, 3.21236], [-0.50776, 3.41220, 3.02382], [-1.37218, 2.51433, 2.28485], [-1.05277, 1.91092, 1.07259], [-1.87271, 1.13897, 0.50409], [0.23898, 2.13392, 0.60306], [0.63859, 1.60953, -0.62640], [1.31280, 2.32806, -1.62111], [1.53256, 1.81387, -2.87669], [1.26614, 0.47767, -3.13016], [0.65766, -0.24722, -2.13544], [0.40397, 0.26976, -0.91454], [0.76468, 2.91494, 3.47477], [1.62204, 3.81092, 4.10033], [2.61525, 7.00915, 3.89836], [3.24066, 5.84148, 5.05997], [1.82014, 6.78527, 5.42640], [-0.08486, 6.70029, 3.67667], [-1.92528, 5.06651, 3.02084], [-2.36333, 2.48627, 2.44257], [0.67019, 3.06691, 0.87550], [1.55771, 3.33412, -1.36244], [1.82875, 2.47274, -3.70840], [1.27517, 0.05348, -4.14190], [0.00055, -0.39660, -0.13657], [0.95974, 1.83430, 3.52053], [2.59739, 3.47374, 4.53077]], "lowdin_charge": [0.79, -0.06, -0.53, -0.07, -0.25, -0.26, 1.21, -0.22, -0.27, 1.16, -0.57, 0.08, -0.04, 0.11, 0.11, 0.07, 0.09, 0.08, 0.07, 0.10, 0.11, 0.08, -0.84, 0.72, -0.23, 0.01, -0.10, -0.12, -0.11, 0.01, 0.13, 0.14, 0.10, 0.11, 0.11, 0.11, -0.05, -0.23, -0.02, -0.02, -0.24, 0.12, -0.47, 0.01, 0.13, -0.21, 0.02, -0.04, -0.11, -0.08, -0.06, -0.04, -0.06, 0.09, 0.08, 0.07, 0.11, 0.13, 0.15, 0.18, 0.12, 0.13, 0.11, 0.11, 0.11, 0.13]}


No. 3
{"formula": "C4H10O3", "method": "ωB97M-V/def2-TZVPD", "e_homo_ev": [-13.212, -13.212], "gap_ev": [7.69, 3.44], "total_charge": 1, "multiplicity": 2, "e_above_lowest_kj_mol": 153.3, "fmax_ev_per_a": 2.394, "elements": ["O", "C", "C", "C", "C", "O", "H", "H", "H", "H", "H", "H", "H", "H", "H", "H", "O"], "positions_angstrom": [[-2.92210, -3.28954, -0.55780], [-2.29116, -2.47617, -1.15548], [-1.08202, -1.83968, -0.56701], [-1.40032, -0.50641, 0.22042], [-0.01111, 0.04043, 0.65671], [-2.08017, -0.73815, 1.40121], [-2.55238, -2.17225, -2.17917], [-0.66089, -2.51246, 0.18761], [-0.31678, -1.52223, -1.27037], [-1.87999, 0.20907, -0.43902], [0.71228, -0.63495, 1.12713], [0.59764, 0.46619, -0.15775], [0.00492, 0.87070, 1.36451], [-1.63100, -1.46479, 1.88181], [5.05419, 5.59557, 0.51075], [5.62852, 4.86000, -0.74029], [4.83038, 5.11470, -0.28327]], "lowdin_charge": [0.33, -0.08, -0.04, -0.36, -0.02, 0.06, 0.20, 0.15, 0.15, 0.16, 0.10, 0.10, 0.10, 0.14, 0.03, 0.03, -0.06]}


No. 4
{"formula": "C32H78F9N2O15PS", "method": "ωB97M-V/def2-TZVPD", "e_homo_ev": -9.573, "gap_ev": 9.46, "total_charge": 0, "smiles": "CCCO[PH](CN)(N(C(C)=O)C(C)=O)S(=O)(=O)C(F)(F)C(F)(F)C(F)(F)C(F)(F)F.CCO.CCO.CCO.CCO.CCO.CCO.CCO.CCO.CCO.CCO", "e_above_lowest_kj_mol": 124.3, "fmax_ev_per_a": 3.628, "elements": ["C", "C", "C", "O", "P", "C", "N", "N", "C", "C", "O", "C", "C", "O", "S", "O", "O", "C", "F", "F", "C", "F", "F", "C", "F", "F", "C", "F", "F", "F", "H", "H", "H", "H", "H", "H", "H", "H", "H", "H", "H", "H", "H", "H", "H", "H", "H", "H", "C", "C", "O", "H", "H", "H", "H", "H", "H", "C", "C", "O", "H", "H", "H", "H", "H", "H", "C", "C", "O", "H", "H", "H", "H", "H", "H", "C", "C", "O", "H", "H", "H", "H", "H", "H", "C", "C", "O", "H", "H", "H", "H", "H", "H", "C", "C", "O", "H", "H", "H", "H", "H", "H", "C", "C", "O", "H", "H", "H", "H", "H", "H", "C", "C", "O", "H", "H", "H", "H", "H", "H", "C", "C", "O", "H", "H", "H", "H", "H", "H", "C", "C", "O", "H", "H", "H", "H", "H", "H"], "positions_angstrom": [[-3.75813, -5.96615, -2.95447], [-2.40806, -6.67681, -3.28843], [-1.29608, -5.74875, -2.75784], [-0.02933, -6.03296, -3.35174], [1.21454, -4.96715, -2.86791], [1.48167, -4.37144, -4.62758], [0.97968, -5.33855, -5.62686], [2.21815, -6.20918, -2.21493], [3.21191, -6.75167, -3.17175], [2.85908, -7.60226, -4.38095], [4.32823, -6.46725, -2.99255], [1.47858, -7.23782, -1.53487], [0.90219, -6.84869, -0.15557], [1.33266, -8.33551, -1.93111], [2.67121, -3.44244, -2.03033], [3.89697, -3.41791, -2.80630], [2.98455, -3.89754, -0.68810], [1.99207, -1.71920, -2.05935], [0.74276, -1.75330, -1.57187], [1.82549, -1.42758, -3.36359], [2.86421, -0.56702, -1.45914], [3.61735, -0.09251, -2.44863], [2.05006, 0.44051, -1.12104], [3.82804, -0.85867, -0.27969], [4.83361, -1.64300, -0.59497], [4.41496, 0.32755, -0.00741], [3.16301, -1.31930, 1.06623], [3.11458, -0.29608, 1.90874], [3.85467, -2.25701, 1.65495], [1.92358, -1.76545, 0.93164], [-4.61955, -6.62135, -3.09773], [-3.82247, -5.05246, -3.55892], [-3.67001, -5.62905, -1.90942], [-2.39607, -7.66374, -2.81185], [-2.30736, -6.77764, -4.37762], [-1.24372, -5.93157, -1.66977], [-1.64671, -4.71986, -2.95993], [0.26892, -4.39015, -1.97544], [0.84063, -3.48082, -4.73319], [2.52785, -4.18311, -4.88618], [0.09959, -5.02725, -6.01529], [1.68146, -5.41443, -6.35348], [3.42742, -8.53770, -4.42894], [3.12125, -7.04529, -5.28857], [1.80023, -7.87299, -4.37664], [1.50764, -7.40037, 0.57219], [0.94846, -5.76465, -0.00474], [-0.12470, -7.22964, -0.14947], [1.12388, 2.87876, 3.70477], [2.30430, 3.79608, 3.44717], [3.51505, 3.17505, 3.87671], [1.05334, 2.63658, 4.76621], [0.18994, 3.34619, 3.38648], [1.24368, 1.93346, 3.16842], [2.19255, 4.72829, 4.00119], [2.38828, 4.03555, 2.38194], [3.61386, 2.35698, 3.37628], [-2.34503, -9.80804, -5.38918], [-0.86153, -10.05756, -5.58495], [-0.17739, -8.85184, -5.91874], [-2.78329, -9.38548, -6.29510], [-2.86907, -10.73368, -5.14349], [-2.51188, -9.08926, -4.58571], [-0.69920, -10.76052, -6.40147], [-0.41733, -10.47534, -4.67524], [-0.30862, -8.22878, -5.19198], [6.15177, 5.88962, 6.16240], [4.86292, 6.65431, 5.93042], [4.76197, 7.04476, 4.56374], [7.01236, 6.50426, 5.89409], [6.24608, 5.58832, 7.20713], [6.18685, 4.99529, 5.53585], [4.83945, 7.55578, 6.54193], [3.99314, 6.04157, 6.18805], [4.77446, 6.23985, 4.03135], [3.20234, 10.31377, 2.72690], [3.60994, 9.43411, 1.55961], [4.93709, 8.95258, 1.72970], [3.88457, 11.16063, 2.82290], [2.18602, 10.69271, 2.59596], [3.25024, 9.75573, 3.66507], [3.58232, 9.99753, 0.62702], [2.93182, 8.57853, 1.46613], [4.95696, 8.44545, 2.54968], [-2.02275, 2.88336, 1.19957], [-2.57098, 1.78219, 2.08728], [-2.82382, 0.60283, 1.32675], [-2.72568, 3.11545, 0.39803], [-1.83332, 3.79178, 1.77479], [-1.08960, 2.56688, 0.72580], [-3.51263, 2.08873, 2.54273], [-1.86290, 1.54117, 2.88730], [-1.98801, 0.32752, 0.93380], [0.75764, 12.81899, 4.56502], [0.63928, 13.61261, 3.27725], [1.37824, 14.82747, 3.35935], [0.39297, 13.40557, 5.40954], [0.18464, 11.89151, 4.50648], [1.80212, 12.57243, 4.77202], [-0.40027, 13.87496, 3.08368], [1.01184, 13.02957, 2.42807], [2.30046, 14.59831, 3.51906], [-6.40893, 5.16441, 1.51660], [-4.91733, 5.40019, 1.66512], [-4.38556, 6.00138, 0.48827], [-6.60876, 4.52276, 0.65723], [-6.82291, 4.69454, 2.41079], [-6.93346, 6.10723, 1.34290], [-4.39462, 4.45629, 1.81613], [-4.70880, 6.05087, 2.52111], [-4.83931, 6.84125, 0.35780], [-6.37908, -1.18300, 1.31294], [-6.00171, -2.58806, 1.74216], [-5.36763, -3.28955, 0.67475], [-7.04834, -1.21123, 0.45673], [-6.87045, -0.64477, 2.12633], [-5.48965, -0.62376, 1.00830], [-6.88769, -3.15511, 2.02660], [-5.31983, -2.56125, 2.59908], [-4.57860, -2.79228, 0.43264], [7.98628, -2.55291, -2.69413], [7.26437, -1.72865, -3.74458], [6.20008, -2.47050, -4.32456], [8.38227, -3.46882, -3.13522], [8.81090, -1.98966, -2.25155], [7.29898, -2.85037, -1.89842], [7.94704, -1.45017, -4.54788], [6.85841, -0.81054, -3.30343], [5.59033, -2.70754, -3.61278], [-11.13979, -1.85132, 1.80156], [-9.63851, -1.82160, 1.58269], [-9.32257, -1.20220, 0.33996], [-11.63168, -2.39394, 0.99319], [-11.38824, -2.33122, 2.74988], [-11.54973, -0.83817, 1.80510], [-9.23841, -2.83470, 1.56232], [-9.14168, -1.27148, 2.38885], [-9.66948, -0.30344, 0.36625]], "lowdin_charge": [-0.09, -0.23, -0.29, -0.35, 0.84, -0.28, -0.02, -0.07, -0.47, 0.01, 0.17, -0.51, 0.02, 0.14, 0.66, -0.34, -0.33, -0.49, 0.10, 0.10, -0.38, 0.18, 0.17, -0.36, 0.19, 0.15, -0.58, 0.17, 0.21, 0.18, 0.07, 0.07, 0.08, 0.11, 0.10, 0.11, 0.12, 0.07, 0.10, 0.10, 0.08, 0.08, 0.10, 0.09, 0.05, 0.10, 0.07, 0.08, -0.09, -0.32, -0.09, 0.08, 0.06, 0.07, 0.11, 0.11, 0.07, -0.09, -0.31, -0.09, 0.08, 0.08, 0.04, 0.11, 0.11, 0.05, -0.09, -0.31, -0.10, 0.08, 0.07, 0.07, 0.11, 0.11, 0.08, -0.09, -0.32, -0.08, 0.08, 0.06, 0.07, 0.11, 0.11, 0.05, -0.10, -0.32, -0.09, 0.08, 0.07, 0.07, 0.11, 0.10, 0.08, -0.10, -0.33, -0.08, 0.07, 0.07, 0.07, 0.11, 0.10, 0.08, -0.09, -0.32, -0.09, 0.08, 0.07, 0.07, 0.09, 0.11, 0.08, -0.09, -0.31, -0.09, 0.06, 0.07, 0.06, 0.10, 0.11, 0.08, -0.09, -0.32, -0.09, 0.08, 0.07, 0.07, 0.11, 0.10, 0.03, -0.09, -0.33, -0.09, 0.08, 0.07, 0.07, 0.11, 0.10, 0.09]}